Here is a 12-piece molecular cluster, C35H98N4O12 overall in a non-equilibrium geometry from OMol25. Energies are from the ωB97M-V functional and the def2-TZVPD basis.

Its structure (SMILES) is COC[C@H](C)N.COC[C@H](C)N.COC[C@H](C)N.COC[C@H](C)N.CC(C)O.CC(C)O.CC(C)O.CCO.CCO.CCO.CCO.CCO. Its HOMO energy is -0.322 Eh. The spin multiplicity is 1. The calculation puts the frontier orbital gap at 9.28 eV.

```
149
C35H98N4O12 the ωB97M-V functional and the def2-TZVPD basis
O 15.69539 17.13629 17.32015
O 14.31086 12.94520 12.96713
O 6.46206 12.59248 13.75302
O 11.94119 14.42112 9.79605
O 16.21622 13.73322 10.97354
O 13.30737 11.60830 17.26508
O 8.72680 14.07771 18.46672
O 12.16871 9.28332 11.87753
O 8.68541 11.81584 16.37624
O 14.66951 17.92955 14.62359
O 12.17316 18.61472 13.36678
O 10.83979 17.11215 8.92644
N 11.99913 9.11609 8.88194
N 14.20847 11.05222 20.66931
N 12.76727 19.92922 10.15740
N 14.21358 12.18318 9.57716
C 8.68089 13.34872 13.48653
C 11.25922 17.80815 14.06042
C 12.46670 12.59701 20.02054
C 13.21618 11.38182 19.62893
C 10.33517 17.12895 13.12719
C 13.91603 15.34253 17.31043
C 9.47676 10.35106 18.12071
C 9.68587 15.13162 18.19561
C 11.14321 18.34162 9.58976
C 12.75901 8.22664 9.81992
C 14.14365 11.62017 18.39704
C 15.55742 18.13588 13.48984
C 15.16162 15.98211 17.99460
C 16.38527 13.38616 9.63625
C 10.78289 10.65302 15.99894
C 15.87811 11.71994 7.87239
C 12.38903 14.03857 13.95219
C 13.53388 14.14956 12.99965
C 9.48125 16.76406 9.06759
C 9.82903 13.25568 9.92472
C 9.86910 11.31415 17.03573
C 7.57680 12.44046 12.92722
C 12.58688 18.76929 9.33598
C 16.25849 14.92468 18.30909
C 11.06726 13.70194 10.63648
C 16.65222 15.07173 11.26854
C 9.98206 15.15840 16.70057
C 13.26610 8.85528 11.12615
C 14.06933 11.72514 16.04914
C 16.92365 17.64875 13.81293
C 8.09386 11.01922 12.93246
C 12.53626 10.17445 12.95524
C 13.95427 7.65643 9.09972
C 13.68646 17.71620 9.62012
C 15.64050 12.11783 9.33229
H 15.39082 12.51508 7.24820
H 10.78975 14.31522 11.48603
H 10.96888 18.17744 10.65080
H 13.09248 9.67853 13.80077
H 13.37654 16.87338 9.03881
H 10.48015 19.14103 9.15350
H 8.73653 10.79860 18.79097
H 11.60833 12.85976 11.02426
H 9.61464 16.58277 13.77056
H 13.68508 12.87330 9.06218
H 13.24037 14.33036 11.95820
H 15.04416 17.67852 12.63736
H 10.36220 14.15087 16.41552
H 11.61700 10.13070 16.48824
H 16.07272 11.26446 9.90399
H 13.31004 11.67763 15.25837
H 10.84607 16.50480 12.43567
H 10.61229 18.33810 14.82357
H 9.08439 15.34778 16.12345
H 17.24905 15.37701 18.36290
H 6.74658 12.23683 14.61263
H 10.24268 9.92133 15.37052
H 13.11911 11.00266 12.56653
H 15.64619 19.20112 13.33086
H 8.27788 14.23223 19.29996
H 16.32052 14.23295 17.49121
H 11.73683 12.40256 20.78488
H 11.64934 14.80681 13.81117
H 9.59687 13.31218 12.93037
H 10.30624 10.08100 18.73913
H 13.78944 18.05418 14.27183
H 8.93306 12.96389 14.47476
H 11.59207 10.56357 13.32406
H 7.30682 12.78492 11.94717
H 16.54220 15.15104 12.35468
H 12.71598 13.99210 14.99378
H 14.85846 16.30993 18.99077
H 17.67259 15.13323 10.92770
H 14.01769 9.64911 10.90398
H 7.31890 10.34200 12.57582
H 14.16381 14.95333 13.27926
H 9.05284 9.43536 17.62316
H 13.60524 17.38704 10.65077
H 9.14547 16.07115 18.51722
H 12.58829 19.02591 8.25255
H 9.00933 10.90242 12.30851
H 8.33901 14.40265 13.56471
H 13.17593 13.39554 20.37186
H 15.96742 15.77902 10.83164
H 12.21807 10.10407 8.96689
H 11.93922 12.97384 19.13729
H 14.17244 15.10807 16.27942
H 12.08826 7.42136 10.13468
H 11.81032 19.07062 12.62701
H 13.95033 12.32749 10.54641
H 14.68575 8.45006 8.89194
H 13.71207 8.08092 11.74776
H 11.01546 9.04808 9.04171
H 15.99911 14.19364 8.97314
H 11.82684 13.13700 13.71597
H 9.27122 12.53128 10.58204
H 17.61422 17.89209 12.99863
H 17.25679 18.17431 14.69228
H 15.34065 10.80306 7.78694
H 11.86881 17.08366 14.61917
H 9.06295 16.84314 10.10508
H 8.33614 10.75806 13.94617
H 16.94269 16.55415 13.98368
H 14.61078 10.76754 15.92382
H 8.86518 17.42911 8.42122
H 15.05465 13.16171 12.37511
H 14.88185 10.83601 18.39344
H 9.71811 17.86813 12.60185
H 17.45733 13.19725 9.46160
H 10.40009 12.15687 17.49715
H 14.62061 10.12532 20.49345
H 14.62563 12.60790 18.51735
H 13.70983 19.91145 10.53696
H 15.10085 17.45809 16.63551
H 11.19181 11.32444 15.25959
H 14.66285 12.64333 15.95083
H 8.32017 12.48924 16.95828
H 9.14005 14.07997 9.70863
H 10.02880 12.79071 8.93549
H 11.48015 15.23268 9.54568
H 16.10825 14.42682 19.27707
H 12.49972 10.60302 19.34388
H 13.04692 16.00728 17.35618
H 13.83206 10.97135 21.60627
H 10.63846 14.98259 18.75552
H 13.63690 14.41066 17.81028
H 9.35891 15.79187 8.60514
H 16.92504 11.57148 7.61900
H 12.59938 20.81031 9.68097
H 14.71213 18.03069 9.34857
H 14.42438 6.84869 9.71209
H 13.54963 7.20452 8.18462
H 10.75720 15.86078 16.37769
```

***

Here is a 2-piece molecular cluster, C5H11NO overall in a non-equilibrium geometry from OMol25. Energies are from the ωB97M-V functional and the def2-TZVPD basis.

Its structure (SMILES) is CC1=CC1.CON. Its HOMO energy is -0.329 Eh. The spin multiplicity is 1. The calculation puts the frontier orbital gap at 9.93 eV.

```
18
C5H11NO the ωB97M-V functional and the def2-TZVPD basis
O -1.20707 0.36802 -1.94894
N -0.25697 -0.61532 -1.48274
C 0.46890 1.22738 1.18063
C -2.39112 -0.29341 -2.35499
C 1.10001 0.07304 1.90104
C 0.63780 1.07148 2.61989
C 1.79988 -1.25401 1.65959
H 1.14262 -1.95539 2.19557
H 0.62784 -0.25890 -1.93542
H 1.69591 -1.45215 0.53770
H 2.85178 -1.07864 2.04542
H -0.34715 -0.37878 -0.46212
H 1.05741 1.92753 0.60128
H 0.84718 1.60283 3.59891
H -2.28412 -0.66684 -3.31949
H -3.11635 0.52311 -2.29687
H -2.55023 -1.13856 -1.64454
H -0.62414 1.13348 0.63102
```

***

Here is one molecule with the formula C4H4ClNOS in a non-equilibrium geometry from OMol25. Energies are from the ωB97M-V functional and the def2-TZVPD basis.

Its structure (SMILES) is Cc1nc(Cl)c(O)s1. Its HOMO energy is -0.323 Eh. The spin multiplicity is 1. The calculation puts the frontier orbital gap at 9.23 eV.

```
12
C4H4ClNOS the ωB97M-V functional and the def2-TZVPD basis
Cl -3.01223 -1.26972 -0.14016
S 0.33694 1.31488 0.24407
O -2.15078 1.90501 0.29038
N -0.17341 -1.17612 -0.21571
C -1.36699 0.85851 0.20630
C 2.29120 -0.61359 -0.14835
C -1.56955 -0.45281 0.17425
C 0.77813 -0.40081 0.00811
H 2.55035 -1.50705 -0.60146
H 2.63536 -0.70667 0.90205
H -3.13187 1.83277 -0.04034
H 2.81285 0.21562 -0.67913
```

***

Here is one molecule with the formula C15H14FN3 in a non-equilibrium geometry from OMol25. Energies are from the ωB97M-V functional and the def2-TZVPD basis.

Its structure (SMILES) is CC1(C)C[C@@H](c2ccc(C#N)cc2F)c2cn[nH]c21. Its HOMO energy is -0.332 Eh. The spin multiplicity is 1. The calculation puts the frontier orbital gap at 9.14 eV.

```
33
C15H14FN3 the ωB97M-V functional and the def2-TZVPD basis
F 2.64655 1.83706 -0.67735
N 5.52144 -0.44055 3.71097
N -2.26205 -1.86236 -1.78800
N -1.26271 -2.66618 -2.30472
C 2.49693 0.84251 0.18435
C 1.38011 -1.06147 1.21981
C 3.57385 0.66589 1.07464
C -0.16608 -2.14127 -1.88565
C -2.09783 0.67521 -0.52439
C 1.51354 -0.06455 0.20300
C 2.47919 -1.25719 2.11367
C -2.55538 1.45679 -1.61011
C -0.44440 -0.95481 -1.13714
C 4.63445 -0.39294 2.92635
C -1.78747 -0.75646 -1.08579
C 0.32714 0.26336 -0.65596
C -0.71462 1.16498 0.00086
C 3.58124 -0.44089 1.98913
C -3.08668 0.72542 0.70043
H -3.40822 1.73799 0.82146
H -3.33826 2.20795 -1.38570
H -2.75901 0.28150 1.62750
H 2.40734 -1.90624 2.96269
H -4.06635 0.20507 0.51206
H -0.69129 0.99481 1.10784
H -0.55939 2.24311 -0.25688
H 0.77402 -2.56094 -2.25889
H 0.47980 -1.63521 1.35879
H -2.91392 0.77909 -2.46625
H 0.80880 0.66437 -1.56392
H -1.60308 1.92741 -1.96592
H 4.31939 1.40946 1.17690
H -3.22704 -1.94093 -2.12375
```

***

Here is C22H19Cl2F3N2O4 as an isolated structure in a non-equilibrium geometry from OMol25. Energies are from the ωB97M-V functional and the def2-TZVPD basis.

Its HOMO energy is -0.290 Eh. The spin multiplicity is 1. The calculation puts the frontier orbital gap at 6.60 eV.

```
52
C22H19Cl2F3N2O4 the ωB97M-V functional and the def2-TZVPD basis
Cl 4.11894 -1.14735 -0.76343
Cl 8.85914 1.67003 -1.37852
F -4.98180 3.98964 -1.50511
F -6.80882 2.51885 -1.09508
F -5.67164 3.14138 0.50522
O -2.21830 -1.80056 1.93621
O 0.78202 -0.56340 2.50348
O -0.03594 -3.68673 -1.16176
O 0.54558 1.52829 2.04057
N -1.61150 0.41715 1.18983
N -1.86014 -1.61097 -0.93341
C -3.55325 1.34081 0.04324
C 1.18937 0.43181 1.98400
C 5.28347 2.65867 0.50320
C -4.86414 0.48893 -1.51481
C 6.21454 0.57221 -0.70324
C 4.97608 0.37005 -0.38791
C 2.59263 0.59892 1.47309
C -2.86557 -0.51763 -0.93453
C -2.65990 0.40521 0.14712
C -1.48331 -0.78987 1.98093
C 6.46625 2.83816 0.08107
C -0.58037 -0.64941 2.93704
C -3.91415 -0.42001 -1.85045
C -0.53413 -1.09528 -0.94719
C -4.65849 1.53165 -0.68324
C -1.48024 -3.95478 -0.82314
C 0.31554 -2.65632 -0.47762
C -2.26190 -2.85402 -1.52053
C 4.51959 1.48393 0.59110
C -5.42142 2.83607 -0.73181
C 7.18948 1.56416 -0.56665
C 3.22589 1.45601 0.75230
H -3.43678 2.22888 1.03683
H -4.08268 -1.13663 -2.32154
H 5.01853 3.29543 1.08024
H 2.73869 2.50723 0.89819
H -0.06659 -2.47351 0.85822
H -0.16715 -1.06150 -1.96021
H 7.25044 3.49293 0.17966
H -0.69099 0.33749 3.58604
H -0.54463 -1.44802 3.66961
H -2.00922 -2.70195 -2.55669
H -3.18029 -2.90972 -1.53773
H -0.34149 -0.27898 -0.53562
H -1.54495 -5.03302 -1.40874
H -1.75847 -4.01112 0.01388
H 6.65071 -0.25779 -1.58927
H -5.58735 0.84895 -2.63272
H -1.27350 1.28211 1.45485
H 1.38949 -2.24086 -0.44713
H 2.82276 -0.53551 1.52216
```